DFT (the ωB97M-V functional and the def2-TZVPD basis) results for C29H19Cl2IN10O2Sn as an isolated structure.

ORCA input file:
```
! RIJCOSX wB97M-V def2-TZVPD def2/J DEFGRID3
* xyz 0 1
Sn 0.298 0.062 0.296
Cl -5.795 0.798 3.778
C -4.615 0.260 2.642
C -3.279 0.506 2.894
C -2.292 0.071 2.021
N -0.942 0.336 2.211
C -0.455 0.618 3.430
O -1.044 0.600 4.505
C 1.007 0.991 3.439
C 1.600 1.313 4.657
C 2.924 1.705 4.669
C 3.626 1.732 3.472
C 2.964 1.362 2.316
N 1.686 1.020 2.299
C -2.670 -0.636 0.851
C -4.020 -0.836 0.587
C -4.985 -0.409 1.485
Cl -6.655 -0.724 1.164
N -1.630 -1.138 0.087
C -1.799 -2.044 -0.883
O -2.826 -2.349 -1.482
C -0.537 -2.817 -1.183
C -0.671 -4.141 -1.602
C 0.470 -4.896 -1.798
C 1.709 -4.296 -1.602
C 1.741 -2.972 -1.200
N 0.650 -2.254 -0.990
H -2.990 1.019 3.794
H 0.999 1.250 5.550
H 3.408 1.991 5.589
H 4.663 2.027 3.439
H 3.456 1.346 1.353
H -4.316 -1.362 -0.307
H -1.667 -4.538 -1.735
H 0.405 -5.935 -2.091
H 2.626 -4.849 -1.736
H 2.677 -2.459 -1.020
N -2.129 0.440 -3.907
C -1.091 -0.163 -3.306
N -0.781 0.492 -2.215
C -1.695 1.500 -2.161
N -2.516 1.493 -3.194
C -1.756 2.454 -1.075
C -2.738 3.454 -1.026
N -2.775 4.337 -0.049
C -1.840 4.247 0.889
C -0.869 3.256 0.859
N -0.834 2.360 -0.115
H -2.618 0.191 -4.756
H -0.601 -1.041 -3.671
H -3.489 3.524 -1.802
H -1.873 4.987 1.677
H -0.104 3.172 1.614
I 2.330 -0.345 -5.249
C 3.351 -0.357 -3.404
C 4.580 -0.983 -3.276
C 5.172 -0.983 -2.023
C 4.507 -0.366 -0.974
N 3.340 0.244 -1.113
C 2.772 0.256 -2.305
H 5.064 -1.463 -4.117
H 6.125 -1.463 -1.865
H 4.931 -0.352 0.021
H 1.817 0.758 -2.361
*
```

- ΔE to the lowest compared entry with this formula, charge and spin: 0.0 kcal per mole
- Max |F|: 1.41 eV/A
- Molar mass: 856.060 u
- Gap between HOMO and LUMO: 6.67 eV

Here are the Mulliken charges for atoms 1 to 8, given in e: atom 1 (Sn): 1.07, atom 2 (Cl): -0.23, atom 3 (C): 0.00, atom 4 (C): -0.83, atom 5 (C): -0.02, atom 6 (N): 0.21, atom 7 (C): 0.15, atom 8 (O): -0.77



DFT (the ωB97M-V functional and the def2-TZVPD basis) results for C29H20ClF5MnOP as an isolated structure.

ORCA input file:
```
! RIJCOSX wB97M-V def2-TZVPD def2/J DEFGRID3
* xyz 1 4
C -0.966 -1.563 1.965
C -0.804 -1.584 0.530
C 0.560 -1.808 0.250
H -1.593 -1.517 -0.214
C 1.286 -1.846 1.490
C 0.328 -1.795 2.568
H 0.525 -1.999 3.619
H -1.898 -1.600 2.508
H 0.972 -1.920 -0.746
H 2.353 -1.979 1.605
Mn 0.409 0.118 1.584
Cl 2.146 0.846 0.316
P 0.000 0.355 -2.952
C 1.228 -0.724 -3.611
C 0.947 -1.552 -4.714
H -0.050 -1.540 -5.150
C 1.948 -2.385 -5.204
H 1.735 -3.029 -6.060
C 3.210 -2.403 -4.594
H 3.996 -3.048 -5.002
C 3.472 -1.620 -3.456
H 4.447 -1.671 -2.967
C 2.478 -0.796 -2.947
H 2.630 -0.225 -2.029
C -1.633 -0.161 -3.383
C -2.052 -1.504 -3.198
H -1.372 -2.236 -2.761
C -3.340 -1.872 -3.570
H -3.647 -2.917 -3.510
C -4.251 -0.892 -3.997
H -5.271 -1.179 -4.274
C -3.881 0.462 -4.038
H -4.611 1.228 -4.297
C -2.580 0.830 -3.727
H -2.274 1.875 -3.721
C 0.370 2.048 -3.320
C 0.939 2.339 -4.573
H 1.223 1.518 -5.227
C 1.127 3.665 -4.947
H 1.541 3.889 -5.933
C 0.792 4.696 -4.056
H 0.920 5.738 -4.376
C 0.317 4.405 -2.764
H 0.105 5.225 -2.074
C 0.114 3.083 -2.384
H -0.215 2.831 -1.376
F -2.048 3.065 5.913
C -1.887 2.755 4.610
C -0.746 3.183 3.926
F 0.097 4.043 4.530
C -0.546 2.775 2.628
F 0.454 3.314 1.901
C -1.466 1.895 1.984
O -1.161 1.315 0.866
C -2.718 1.684 2.625
F -3.728 1.152 1.913
C -2.890 2.034 3.945
F -4.052 1.775 4.584
*
```

- Max |F|: 3.56 eV/A
- Molar mass: 600.833 u
- Expectation value of S²: 4.01
- Gap between HOMO and LUMO (spin up / spin down): 6.15 / 5.06 eV

Here are the Mulliken charges for atoms 1 to 8, given in e: atom 1 (C): -0.99, atom 2 (C): 0.28, atom 3 (C): 0.37, atom 4 (H): 0.40, atom 5 (C): -1.26, atom 6 (C): -0.30, atom 7 (H): 0.52, atom 8 (H): 0.58



DFT (the ωB97M-V functional and the def2-TZVPD basis) results for C29H20F2N6O9OsS as an isolated structure.

ORCA input file:
```
! RIJCOSX wB97M-V def2-TZVPD def2/J DEFGRID3
* xyz 0 1
Os 1.423 0.410 -0.026
O 2.574 -1.461 5.945
C 2.395 -0.895 4.899
C 1.062 -0.702 4.196
O -0.033 -0.862 4.691
C 1.406 -0.259 2.843
C 2.796 0.142 2.771
O 3.259 0.724 1.772
C 3.473 -0.255 4.034
O 4.629 -0.121 4.356
O 0.637 -0.180 1.852
F 2.878 1.609 -2.250
C 1.637 1.056 -1.967
F 1.538 0.037 -2.891
H 0.896 1.816 -2.294
C 4.232 -0.282 -4.769
C 3.969 -1.377 -3.803
C 3.725 -2.681 -4.159
C 3.503 -3.618 -3.126
N 3.412 -3.253 -1.864
C 3.558 -1.981 -1.537
S 3.340 -1.421 0.042
N 3.949 -1.073 -2.491
C 3.337 -5.061 -3.429
H 4.435 -0.672 -5.762
H 5.060 0.340 -4.434
H 3.347 0.353 -4.821
H 3.716 -2.981 -5.194
H 4.126 -0.117 -2.191
H 3.868 -5.335 -4.338
H 2.278 -5.281 -3.566
H 3.686 -5.649 -2.586
N -7.197 5.470 2.084
C -6.103 5.143 1.990
C -4.746 4.763 1.839
C -4.407 3.430 1.603
C -3.085 3.078 1.426
C -2.092 4.053 1.491
C -2.424 5.381 1.737
C -3.749 5.737 1.907
N -0.755 3.663 1.304
C 0.354 4.053 2.006
C 1.392 3.300 1.543
N 0.932 2.474 0.556
C -0.358 2.719 0.435
H -5.177 2.676 1.563
H -2.820 2.047 1.256
H -1.655 6.138 1.781
H -4.020 6.767 2.086
H 0.321 4.801 2.770
H 2.421 3.294 1.848
H -1.009 2.240 -0.270
O 0.318 -1.508 -0.615
C -0.839 -1.021 -0.613
O -1.047 0.204 -0.720
C -2.014 -1.915 -0.390
C -2.007 -2.716 0.748
C -3.124 -3.461 1.067
C -4.231 -3.410 0.228
C -4.239 -2.628 -0.921
C -3.129 -1.863 -1.221
N -5.398 -4.193 0.550
O -6.329 -4.157 -0.227
O -5.378 -4.839 1.575
H -1.132 -2.737 1.381
H -3.156 -4.081 1.949
H -5.115 -2.636 -1.552
H -3.114 -1.235 -2.099
*
```

- ΔE to the lowest compared entry with this formula, charge and spin: 20.8 kcal per mole
- Max |F|: 2.80 eV/A
- Molar mass: 856.805 u
- Gap between HOMO and LUMO (spin up / spin down): 4.66 / 4.80 eV

Here are the Mulliken charges for atoms 1 to 8, given in e: atom 1 (Os): 1.93, atom 2 (O): -0.55, atom 3 (C): 0.54, atom 4 (C): -0.22, atom 5 (O): -0.62, atom 6 (C): 0.31, atom 7 (C): 1.06, atom 8 (O): -0.83



DFT (the ωB97M-V functional and the def2-TZVPD basis) results for C29H22BrN5O3SSr as an isolated structure.

ORCA input file:
```
! RIJCOSX wB97M-V def2-TZVPD def2/J DEFGRID3
* xyz -2 1
Sr 0.441 -0.498 -0.594
Br 7.788 -3.357 -0.707
C 6.136 -2.417 -0.926
C 5.657 -2.157 -2.226
C 4.483 -1.488 -2.415
C 3.691 -1.001 -1.314
O 2.620 -0.371 -1.507
C 4.206 -1.295 0.003
C 3.528 -0.913 1.237
N 2.501 -0.156 1.334
C 1.947 0.125 2.622
C 2.522 -0.162 3.825
C 1.829 0.065 5.046
C 0.571 0.580 5.048
C -0.037 0.950 3.819
C -1.346 1.499 3.743
C -1.853 1.887 2.549
C -1.031 1.760 1.395
N 0.158 1.227 1.423
C 0.660 0.777 2.619
C 5.412 -2.004 0.157
H 6.220 -2.510 -3.082
H 4.085 -1.307 -3.405
H 3.981 -1.351 2.137
H 3.511 -0.600 3.858
H 2.311 -0.201 5.978
H 0.026 0.722 5.975
H -1.930 1.588 4.653
H -2.855 2.283 2.449
H -1.377 2.122 0.430
H 5.765 -2.219 1.161
C -1.426 -3.191 2.732
C -1.439 -2.159 1.614
O -0.294 -1.737 1.247
C -2.677 -1.762 1.114
C -2.978 -0.808 0.048
C -4.438 -0.543 -0.221
N -2.058 -0.207 -0.632
N -2.537 0.740 -1.585
C -1.544 1.372 -2.152
O -0.284 1.261 -1.944
C -1.974 2.426 -3.155
C -3.317 2.700 -3.412
C -3.675 3.686 -4.321
C -2.693 4.413 -4.991
C -1.355 4.139 -4.742
C -0.999 3.150 -3.826
H -0.390 -3.428 2.970
H -1.948 -4.104 2.434
H -1.918 -2.802 3.629
H -3.537 -2.244 1.564
H -5.061 -1.208 0.377
H -4.657 -0.671 -1.281
H -4.691 0.496 0.012
H -4.062 2.119 -2.883
H -4.724 3.886 -4.509
H -2.970 5.182 -5.704
H -0.579 4.692 -5.259
H 0.035 2.914 -3.609
S -1.141 -4.276 -3.884
C -0.405 -3.179 -2.825
N 0.116 -2.435 -2.095
*
```

- ΔE to the lowest compared entry with this formula, charge and spin: 18.6 kcal per mole
- Max |F|: 1.20 eV/A
- Molar mass: 688.118 u
- Gap between HOMO and LUMO: 5.34 eV

Here are the Mulliken charges for atoms 1 to 8, given in e: atom 1 (Sr): 2.53, atom 2 (Br): -0.31, atom 3 (C): -0.17, atom 4 (C): -0.31, atom 5 (C): -0.83, atom 6 (C): 0.26, atom 7 (O): -0.78, atom 8 (C): 0.28



DFT (the ωB97M-V functional and the def2-TZVPD basis) results for C29H22ClMnN4O3S as an isolated structure.

ORCA input file:
```
! RIJCOSX wB97M-V def2-TZVPD def2/J DEFGRID3
* xyz 1 6
Mn -0.376 -0.052 -1.348
S -6.585 -3.261 -3.965
N -6.358 -2.219 -2.637
C -5.069 -1.871 -2.663
C -4.502 -0.975 -1.726
C -5.167 -0.459 -0.627
C -4.409 0.345 0.227
C -3.067 0.572 -0.003
N -2.434 0.147 -1.124
C -3.161 -0.603 -2.037
C -2.390 -1.151 -3.146
N -1.092 -0.793 -3.198
C -0.306 -1.393 -4.113
C -0.796 -2.201 -5.109
C -2.111 -2.596 -5.068
C -2.923 -2.117 -4.029
C -4.316 -2.441 -3.799
N -5.041 -3.217 -4.607
H -6.239 -0.749 -0.472
H -4.792 0.872 1.109
H -2.488 1.203 0.660
H 0.692 -0.974 -4.199
H -0.124 -2.485 -5.925
H -2.495 -3.229 -5.841
Cl 6.393 -2.920 -0.815
C 4.896 -2.087 -0.835
C 4.988 -0.696 -1.132
C 3.816 0.062 -1.321
C 2.543 -0.618 -1.438
O 1.516 -0.034 -2.028
C 2.422 -1.948 -0.869
C 1.172 -2.508 -0.482
O 0.041 -1.957 -0.448
C 3.612 -2.679 -0.701
H 6.000 -0.241 -1.162
H 3.781 1.119 -1.516
H 1.288 -3.542 -0.099
H 3.595 -3.751 -0.430
C 2.084 4.142 5.828
C 1.662 3.245 4.660
C 2.014 3.533 3.347
C 1.697 2.723 2.217
C 2.254 3.275 0.922
C 0.937 1.534 2.401
C 0.555 0.648 1.361
O 0.180 1.125 0.252
C 0.691 1.150 3.732
C -0.137 -0.087 4.090
C 0.970 2.015 4.847
H 1.519 5.068 5.958
H 3.098 4.515 5.696
H 2.047 3.616 6.759
H 2.695 4.403 3.198
H 1.559 3.994 0.463
H 2.539 2.507 0.186
H 3.163 3.866 1.142
H 0.597 -0.431 1.558
H -0.141 -0.885 3.303
H -1.177 0.222 4.182
H 0.245 -0.493 5.069
H 0.432 1.759 5.741
*
```

- Max |F|: 2.99 eV/A
- Molar mass: 596.978 u
- Expectation value of S²: 8.76
- Gap between HOMO and LUMO (spin up / spin down): 6.45 / 6.53 eV

Here are the Mulliken charges for atoms 1 to 8, given in e: atom 1 (Mn): 0.84, atom 2 (S): 0.17, atom 3 (N): -0.66, atom 4 (C): 0.64, atom 5 (C): 0.71, atom 6 (C): -0.51, atom 7 (C): -0.66, atom 8 (C): -0.37



DFT (the ωB97M-V functional and the def2-TZVPD basis) results for C29H22I2N4O2Rh as an isolated structure.

ORCA input file:
```
! RIJCOSX wB97M-V def2-TZVPD def2/J DEFGRID3
* xyz 1 1
Rh -1.373 -0.058 0.154
I -3.287 1.605 -0.473
C -4.678 0.062 -0.243
C -6.007 0.357 -0.285
C -6.933 -0.704 -0.229
C -6.483 -1.991 -0.184
C -5.099 -2.290 -0.157
C -4.649 -3.632 -0.171
C -3.317 -3.905 -0.183
C -2.371 -2.856 -0.110
C -2.740 -1.533 -0.057
C -4.143 -1.240 -0.141
H -6.354 1.378 -0.370
H -7.992 -0.488 -0.249
H -7.185 -2.815 -0.176
H -5.383 -4.427 -0.194
H -2.968 -4.928 -0.226
H -1.331 -3.146 -0.094
O -0.798 1.007 3.893
C -0.846 0.955 2.693
O -1.718 0.200 2.039
C 0.087 1.770 1.830
C 0.963 2.700 2.409
C 1.741 3.454 1.576
C 1.627 3.306 0.175
C 2.371 4.086 -0.743
C 2.172 3.945 -2.085
C 1.225 3.018 -2.575
C 0.519 2.228 -1.718
C 0.710 2.356 -0.325
N -0.014 1.584 0.533
H 0.986 2.789 3.485
H 2.435 4.183 1.976
H 3.082 4.808 -0.360
H 2.734 4.551 -2.784
H 1.073 2.928 -3.642
H -0.193 1.500 -2.088
C 3.786 0.526 0.906
C 3.978 0.550 -0.572
N 3.044 0.370 -1.477
C 3.674 0.486 -2.697
C 4.996 0.747 -2.523
N 5.179 0.782 -1.160
H 2.771 0.199 1.127
H 3.922 1.518 1.341
H 4.486 -0.154 1.393
H 3.141 0.366 -3.625
H 5.803 0.898 -3.217
H 6.049 0.949 -0.685
I 3.402 -3.162 -1.402
C 1.977 -2.689 0.028
C 1.943 -3.361 1.241
C 0.961 -3.034 2.161
C 0.031 -2.066 1.840
N 0.081 -1.411 0.673
C 1.037 -1.701 -0.218
H 2.674 -4.127 1.463
H 0.904 -3.531 3.119
H -0.780 -1.804 2.506
H 1.077 -1.109 -1.121
*
```

- ΔE to the lowest compared entry with this formula, charge and spin: 0.1 kcal per mole
- Max |F|: 0.19 eV/A
- Molar mass: 815.235 u
- Gap between HOMO and LUMO: 6.80 eV

Here are the Mulliken charges for atoms 1 to 8, given in e: atom 1 (Rh): -0.12, atom 2 (I): 0.22, atom 3 (C): 0.87, atom 4 (C): -0.68, atom 5 (C): -0.62, atom 6 (C): -0.91, atom 7 (C): 0.87, atom 8 (C): -0.78



DFT (the ωB97M-V functional and the def2-TZVPD basis) results for C29H22InN9O3 as an isolated structure.

ORCA input file:
```
! RIJCOSX wB97M-V def2-TZVPD def2/J DEFGRID3
* xyz 0 1
In 0.547 -0.336 -0.378
C 0.092 2.441 3.240
C 0.530 1.492 2.175
N -0.250 0.985 1.295
N -1.561 1.294 1.261
C -2.185 0.540 0.350
O -1.655 -0.405 -0.306
C -3.621 0.841 0.118
C -4.330 0.074 -0.801
C -5.661 0.356 -1.062
C -6.289 1.408 -0.409
C -5.583 2.177 0.507
C -4.253 1.896 0.771
C 1.937 1.030 2.105
C 2.878 1.411 3.057
C 4.161 0.897 2.983
C 4.483 0.012 1.967
C 3.500 -0.309 1.048
N 2.268 0.190 1.110
H -0.955 2.684 3.089
H 0.682 3.359 3.211
H 0.212 2.002 4.234
H -3.821 -0.732 -1.311
H -6.207 -0.240 -1.782
H -7.326 1.634 -0.620
H -6.068 3.004 1.009
H -3.689 2.494 1.473
H 2.600 2.095 3.845
H 4.903 1.183 3.718
H 5.469 -0.420 1.878
H 3.697 -0.986 0.226
O 1.504 -3.680 -2.830
C 1.378 -2.576 -2.308
N 0.467 -2.194 -1.410
C -0.411 -3.206 -0.887
C -0.496 -3.143 0.622
C -1.256 -4.073 1.328
C -1.311 -3.994 2.703
C -0.603 -2.988 3.353
C 0.116 -2.102 2.581
N 0.171 -2.176 1.247
C 2.339 -1.470 -2.703
C 3.096 -1.583 -3.857
C 3.927 -0.532 -4.204
C 3.986 0.588 -3.387
C 3.211 0.610 -2.243
N 2.411 -0.403 -1.907
H -1.427 -3.095 -1.283
H -0.053 -4.196 -1.180
H -1.793 -4.840 0.786
H -1.899 -4.705 3.270
H -0.616 -2.889 4.429
H 0.673 -1.292 3.038
H 3.002 -2.480 -4.451
H 4.517 -0.576 -5.111
H 4.602 1.440 -3.636
H 3.204 1.469 -1.584
O 0.447 1.394 -1.647
N -0.672 2.060 -1.723
C -0.622 3.080 -2.524
C -1.804 3.875 -2.676
N -2.745 4.520 -2.812
C 0.587 3.418 -3.225
N 1.567 3.670 -3.770
*
```

- ΔE to the lowest compared entry with this formula, charge and spin: 0.0 kcal per mole
- Max |F|: 0.27 eV/A
- Molar mass: 659.373 u
- Gap between HOMO and LUMO: 7.46 eV

Here are the Mulliken charges for atoms 1 to 8, given in e: atom 1 (In): 2.81, atom 2 (C): -1.90, atom 3 (C): 0.46, atom 4 (N): 1.06, atom 5 (N): -1.49, atom 6 (C): 0.14, atom 7 (O): -0.82, atom 8 (C): 0.48